Here is 2 unconnected molecules or ions with the total composition C8H20 from the Open Molecules 2025 dataset. Energies are from ωB97M-V/def2-TZVPD.

As for the lowest unoccupied orbital energy: 1.044 eV. The HOMO-LUMO gap comes out at 0.4407 Ha. Its structure (SMILES) is CCCC.CCCC.

Structure (ORCA input):
```
! wB97M-V def2-TZVPD RIJCOSX def2/J DEFGRID3
* xyz 0 1
C 12.002 -2.643 3.935
C 14.514 -0.967 4.275
C 12.870 -2.142 2.809
C 13.730 -0.942 3.048
H 11.583 -1.861 4.590
H 12.641 -3.305 4.542
H 11.171 -3.238 3.521
H 14.969 0.029 4.407
H 15.319 -1.720 4.242
H 13.869 -1.178 5.145
H 13.362 -3.056 2.425
H 12.143 -1.806 2.044
H 14.398 -0.915 2.166
H 13.054 -0.067 2.985
C 6.500 2.780 3.807
C 9.577 1.412 3.414
C 7.265 2.160 2.614
C 8.765 2.493 2.616
H 6.846 3.822 3.917
H 6.669 2.251 4.759
H 5.418 2.789 3.596
H 10.655 1.573 3.246
H 9.299 0.429 2.998
H 9.388 1.400 4.501
H 7.163 1.058 2.622
H 6.947 2.522 1.618
H 9.209 2.481 1.602
H 9.028 3.461 3.086
*
```